Density functional theory data (wB97M-V/def2-TZVPD) for C5H11NOS in the gas phase at a distorted geometry.

Summary:
HOMO ... -8.47 eV
DFT total energy ... -725.173703 hartree
SMILES ... CON(C=S)C(C)C
Spin multiplicity ... 1
Energy above the lowest of the compared OMol25 structures with the same formula, charge and spin ... 4.1138 eV
Kohn-Sham gap ... 9.07 eV

Each line ends with the Löwdin charge.
Element x y z (Å)
C: -1.666 -1.295 0.509  -0.63
C: 0.739 0.978 -1.635  -0.08
C: -0.499 1.611 0.482  -0.07
C: 1.313 -1.657 0.970  -0.13
C: -0.406 0.612 -0.742  -0.36
N: -0.511 -0.785 -0.112  -0.15
O: 0.634 -1.654 -0.255  -0.13
S: -3.117 -0.517 0.437  0.62
H: -1.443 -2.134 1.152  0.07
H: 1.741 0.897 -1.193  0.08
H: 0.638 0.673 -2.726  0.10
H: 0.628 2.105 -1.765  0.10
H: 0.458 1.649 0.899  0.05
H: -1.170 1.323 1.267  0.04
H: -0.708 2.604 0.141  0.07
H: 2.041 -2.517 0.841  0.11
H: 0.865 -1.896 1.913  0.07
H: 1.925 -0.701 1.098  0.11
H: -1.463 0.703 -1.277  0.13